The following is a DFT calculation (the ωB97M-V functional and the def2-TZVPD basis) of 4 unconnected molecules or ions with the total composition C3H14O3S at a distorted geometry.

```
21
Properties=species:S:1:pos:R:3:forces:R:3:mulliken_charge:R:1
C -2.594 -0.683 1.326 0.8375 -1.3297 3.2172 -1.1823
C -1.626 0.189 0.598 2.0092 1.7661 -0.1206 -0.2081
C -1.994 1.294 -0.481 -2.8584 -0.8835 1.0514 -0.5535
S -1.655 3.060 -0.040 0.3815 -0.6181 -0.4901 -0.2415
H -2.105 -1.657 1.843 -0.9667 1.9687 -1.9079 0.2568
H -2.910 -0.194 2.253 -0.0844 0.3476 -0.0578 0.2962
H -3.506 -0.869 0.868 -1.5233 -0.9814 -1.3386 0.3899
H -0.848 -0.469 0.191 0.1462 0.5826 0.0647 0.2725
H -1.220 0.820 1.413 0.6841 -0.5890 -0.4337 0.1654
H -1.662 1.051 -1.479 0.3959 0.0374 -0.0866 0.3645
H -3.117 1.329 -0.508 0.8663 -0.3557 -0.3296 0.3142
H -2.076 3.485 -1.256 0.1386 0.0632 0.4488 0.1279
O 2.294 -1.566 -2.622 -1.1496 -0.6126 -1.8798 -0.6349
H 1.930 -1.613 -3.565 0.9558 0.3432 1.8693 0.3115
H 1.781 -2.277 -2.205 0.2522 0.2630 0.1388 0.3230
O 4.272 -0.080 -0.345 -3.6330 -2.4423 0.2599 -0.6304
H 5.029 0.183 -0.799 1.7458 0.3814 -1.4449 0.2862
H 3.726 -0.747 -0.915 1.7551 2.0430 1.1738 0.3548
O 1.822 -0.726 1.903 3.6235 -3.3164 -1.4305 -0.6211
H 2.826 -0.658 1.696 -2.4836 -0.3452 0.3418 0.3183
H 1.636 0.129 2.124 -1.0929 3.6775 0.9544 0.2905
```
Positions in Å, forces in eV/Å.

Computed properties:
SMILES string ... CCCS.O.O.O
2S+1 ... 1
Calculated total energy ... -20314.306 eV
HOMO ... -8.9 eV
Lowest unoccupied orbital energy ... 0.40 eV

The following is a DFT calculation (the ωB97M-V functional and the def2-TZVPD basis) of 4 unconnected molecules or ions with the total composition C3H14O3S2 at a distorted geometry.

```
22
Properties=species:S:1:pos:R:3:forces:R:3:mulliken_charge:R:1
C -2.416 -0.118 -1.379 -0.2833 2.2988 1.9899 -0.9743
C -1.356 0.371 -0.339 0.9311 -0.8712 -0.7905 0.1361
C -0.729 1.738 -0.707 -0.4928 -1.6253 0.0247 -0.7969
S 0.853 1.636 -1.626 0.0051 0.2849 -0.4344 -0.0628
S 2.292 1.453 -0.102 -0.4318 0.4519 0.0935 -0.2263
H -2.006 -0.309 -2.363 -0.0951 -0.6052 0.0618 0.3101
H -3.107 -0.816 -0.888 0.4751 -0.4979 -0.7883 0.2886
H -3.030 0.805 -1.438 -0.1055 -0.5203 -0.5726 0.2794
H -0.537 -0.393 -0.226 -0.7540 0.7009 0.1746 0.0149
H -1.798 0.583 0.637 -0.2581 -0.5779 -0.1313 0.2309
H -0.480 2.130 0.256 0.0856 1.0751 0.3064 0.3695
H -1.553 2.293 -1.231 1.3955 0.1520 0.2314 0.3050
H 3.062 0.453 -0.556 -0.4376 -0.2508 -0.2342 0.1680
O -0.257 -2.939 1.934 -0.7904 -0.2087 0.7641 -0.6316
H -0.864 -3.515 2.418 0.1500 0.1476 -0.0781 0.2727
H 0.431 -2.719 2.572 -0.0738 -0.0660 0.1135 0.3090
O 1.471 -2.983 0.100 -0.1803 0.0666 -0.3369 -0.6154
H 0.611 -3.418 0.046 0.2716 -0.5107 -0.4337 0.3072
H 1.174 -2.354 0.759 0.6401 0.5528 -0.0648 0.3382
O -2.546 -0.597 2.616 -0.9376 -1.8423 -0.4930 -0.5755
H -2.826 -0.981 1.766 0.4687 1.1730 -0.5725 0.2512
H -2.811 -1.432 3.045 0.4175 0.6729 1.1702 0.3020
```
Positions in Å, forces in eV/Å.

Computed properties:
SMILES string ... CCCSS.O.O.O
2S+1 ... 1
Calculated total energy ... -31149.842 eV
HOMO ... -8.3 eV
Lowest unoccupied orbital energy ... 0.05 eV

The following is a DFT calculation (the ωB97M-V functional and the def2-TZVPD basis) of 4 unconnected molecules or ions with the total composition C3H14O3S2 at a distorted geometry.

```
22
Properties=species:S:1:pos:R:3:forces:R:3:mulliken_charge:R:1
C 1.931 -1.111 0.855 -2.9682 0.3881 -2.2735 -0.9647
C 1.199 0.135 1.398 1.5644 -0.3721 1.0764 0.3359
S 0.776 1.195 -0.021 0.4369 -0.7733 0.1839 -0.0625
S -1.156 1.288 0.260 -2.3688 1.8561 -0.8405 -0.1157
C -2.236 -0.068 -0.359 1.1012 -0.6785 -0.0764 -0.7174
H 2.639 -1.567 1.439 1.6915 -0.8661 1.7730 0.3818
H 2.351 -0.930 -0.153 -0.0377 0.0756 0.6075 0.1573
H 1.098 -1.831 0.671 0.7824 0.0975 -0.0251 0.2573
H 0.294 -0.190 1.990 1.4538 0.6640 -1.4327 -0.6438
H 1.870 0.710 2.090 -0.6193 -0.3501 -0.5564 0.4328
H -2.071 -0.748 0.441 -0.6828 -0.8988 0.6974 0.2297
H -3.247 0.322 -0.361 -0.0080 0.2373 0.1236 0.3359
H -2.039 -0.671 -1.252 0.3585 0.8976 -0.1488 0.2802
O 1.946 -0.730 -2.828 -1.3514 -0.3662 -0.7832 -0.6415
H 2.769 -0.229 -2.751 -0.7374 0.3300 -0.5975 0.2861
H 1.255 -0.395 -3.481 2.0632 -0.0093 1.2950 0.3197
O -0.437 -2.148 -1.982 -3.8613 -3.1455 -1.3692 -0.5933
H -0.654 -2.957 -2.599 1.0744 2.5604 1.8800 0.2884
H 0.442 -1.904 -2.079 2.9052 0.5191 -0.5110 0.3573
O -1.650 0.045 2.829 -1.8084 -1.2259 3.5122 -0.6108
H -0.711 -0.174 2.983 -0.9945 0.1573 0.5231 0.3825
H -2.166 -0.239 3.718 2.0062 0.9030 -3.0579 0.3048
```
Positions in Å, forces in eV/Å.

Computed properties:
SMILES string ... CCSSC.O.O.O
2S+1 ... 1
Calculated total energy ... -31149.294 eV
HOMO ... -8.0 eV
Lowest unoccupied orbital energy ... 0.51 eV

The following is a DFT calculation (the ωB97M-V functional and the def2-TZVPD basis) of 4 unconnected molecules or ions with the total composition C3H14O3S2 at a distorted geometry.

```
22
Properties=species:S:1:pos:R:3:forces:R:3:mulliken_spin:R:1
C 2.317 -0.830 -0.544 -1.6156 0.2492 -0.5480 0.0416
C 1.914 -0.827 -2.036 0.5587 -0.4582 0.0207 0.0070
C 2.042 -2.161 0.220 0.6601 0.8509 -0.3898 -0.0152
S 0.449 -2.188 1.055 -0.3346 -0.0304 -0.9578 0.5755
S -0.739 -2.234 -0.580 -0.2507 0.1167 1.0905 0.3868
H 3.369 -0.581 -0.479 0.0913 -0.0795 0.3722 0.0014
H 1.696 -0.073 -0.059 0.5641 0.3651 0.1961 -0.0095
H 2.083 -1.832 -2.430 -0.1071 0.1040 -0.3095 -0.0017
H 2.572 -0.152 -2.581 0.1056 -0.0306 0.0317 0.0041
H 0.917 -0.475 -2.295 -0.1845 -0.1434 0.3988 0.0019
H 2.096 -3.021 -0.444 0.1750 -0.2248 0.2119 0.0106
H 2.776 -2.179 1.024 -0.1384 -0.5984 0.1627 -0.0018
H -1.887 -2.104 0.167 0.4979 -0.1451 -0.4020 -0.0043
H -5.205 3.936 1.368 -0.0885 -0.0459 -0.5090 0.0000
H -4.770 3.462 2.733 0.1594 -0.3112 0.3135 0.0000
O -5.170 4.200 2.283 -0.0860 0.3721 0.1964 0.0000
H -1.255 1.010 -1.211 0.3226 0.8427 -0.3024 -0.0013
H -0.580 2.411 -1.269 -0.0212 0.1536 0.2920 -0.0002
O -0.830 1.659 -1.806 -0.2658 -1.0117 0.0887 0.0011
H 0.050 0.263 2.501 -0.1969 0.5439 0.0396 -0.0019
H -1.374 0.736 2.279 -0.6727 0.0187 0.2563 -0.0008
O -0.472 0.979 2.103 0.8272 -0.5378 -0.2527 0.0066
```
Positions in Å, forces in eV/Å.

Computed properties:
Expectation value of S² ... 0.754
2S+1 ... 2
Total charge ... +1
Calculated total energy ... -31142.393 eV
HOMO (spin up / spin down) ... -13.4 / -13.4 eV
Lowest unoccupied orbital energy (spin up / spin down) ... -4.99 / -8.14 eV

The following is a DFT calculation (the ωB97M-V functional and the def2-TZVPD basis) of 5 unconnected molecules or ions with the total composition C3H14O4 at a distorted geometry.

```
21
Properties=species:S:1:pos:R:3:forces:R:3:mulliken_charge:R:1
C 0.649 -0.486 -0.834 0.1476 0.1005 1.2198 -0.2222
O 2.602 1.233 0.743 0.5528 -0.0735 -0.5746 -0.6946
C -0.138 0.527 -1.372 -1.8182 -1.5853 0.3905 -0.1622
C 0.782 -0.329 -2.539 2.1679 1.2656 -0.9244 -1.1742
H 0.220 -1.468 -0.688 -0.6729 0.1907 0.0780 0.2686
H 1.509 -0.363 -0.185 0.6741 0.4633 -1.0675 0.4024
H 1.670 1.077 1.025 0.0594 0.1519 0.8453 0.4141
H -1.191 0.201 -1.273 0.1116 0.4808 -0.9711 0.2416
H 0.063 1.556 -1.614 0.5172 0.1690 0.8171 0.3206
H 1.819 0.021 -2.568 0.2216 -0.1116 0.5324 0.3976
H 0.805 -1.317 -2.903 -0.8637 -1.2100 -0.1359 0.4031
H 0.506 0.327 -3.371 -0.9369 -0.0327 0.3283 0.4493
H -1.237 -1.708 2.369 0.2868 0.3339 -0.5021 0.1347
H -0.366 -0.007 1.678 -0.1366 -0.1705 0.0668 0.4076
O -0.958 -1.247 1.561 0.2490 -0.3288 0.4543 -0.9585
H -2.120 -0.798 0.657 0.8704 -0.6466 1.1406 0.4070
H -3.643 -0.698 0.378 -0.0614 0.0263 0.0118 0.2868
O -2.783 -0.611 -0.032 -1.0271 0.6090 -1.6091 -0.6955
H 3.214 0.689 1.256 -0.5191 0.1795 0.0537 0.2987
H -0.107 1.385 2.419 -0.1271 0.6110 0.8698 0.2329
O 0.079 0.968 1.596 0.3047 -0.4223 -1.0236 -0.7576
```
Positions in Å, forces in eV/Å.

Computed properties:
2S+1 ... 1
Calculated total energy ... -11523.760 eV
HOMO ... -8.5 eV
Lowest unoccupied orbital energy ... -0.21 eV

The following is a DFT calculation (the ωB97M-V functional and the def2-TZVPD basis) of 4 unconnected molecules or ions with the total composition C3H15N2O3 at a distorted geometry.

```
23
Properties=species:S:1:pos:R:3:forces:R:3:mulliken_charge:R:1
C 1.874 -1.603 1.241 -0.0062 0.9539 4.6828 -1.1720
C 1.019 -0.614 0.590 -1.3272 0.6509 -3.5206 0.4044
C 0.839 -0.633 -0.779 -0.3963 0.4663 1.3473 -0.3109
N 1.639 -1.360 -1.613 -1.0691 0.3282 -1.7158 -0.3853
N 0.141 0.368 1.347 -2.6599 -2.4593 0.5278 -0.2758
H 1.278 -1.998 2.123 0.6073 0.3911 -0.6047 0.2221
H 2.725 -1.086 1.747 -0.1615 -0.6154 -0.4113 0.3053
H 2.215 -2.533 0.843 0.0347 -0.1122 -1.3823 0.4144
H -0.038 -0.089 -1.184 1.0203 -0.2034 -0.2027 0.3196
H 2.380 -1.874 -1.202 0.5706 -0.3410 0.0806 0.1658
H 1.543 -1.429 -2.660 -0.1430 0.3205 2.1240 0.2368
H -0.773 -0.122 1.790 2.4939 0.1408 -0.4893 0.4115
H -0.365 1.043 0.807 0.2557 0.8954 -1.3683 0.2943
H 0.505 0.894 2.115 1.1293 0.2126 0.5186 0.3875
H -2.358 3.302 -0.133 -0.1858 -0.2111 1.0638 0.3218
H -2.624 2.975 1.458 0.5107 0.1625 -1.6844 0.3186
O -2.073 2.794 0.652 -0.1512 -0.1659 0.6798 -0.6438
H -1.129 2.806 -4.657 0.7536 0.8445 0.8483 0.3068
H -2.033 2.549 -5.767 -0.6376 0.0887 -0.8063 0.3199
O -1.504 2.087 -5.131 -0.0978 -0.9282 -0.0229 -0.6262
H -0.897 -1.609 3.540 0.1673 -0.1793 0.9991 0.3374
H -1.186 -2.390 2.226 -0.1026 1.6801 0.7922 0.3516
O -1.179 -1.477 2.647 -0.6049 -1.9196 -1.4558 -0.7037
```
Positions in Å, forces in eV/Å.

Computed properties:
2S+1 ... 1
Total charge ... +1
Calculated total energy ... -12469.662 eV
HOMO ... -11.8 eV
Lowest unoccupied orbital energy ... -2.90 eV